DFT (wB97M-V/def2-TZVPD) results for a molecular structure, C21H33IrN6SbSe2Te2 at a distorted geometry.

Structure (XYZ):
```
66
Properties=species:S:1:pos:R:3:mulliken_spin:R:1
Ir 0.00867 -0.20823 0.10820 -0.007
Se 0.05201 -0.26681 2.60201 0.102
Te 2.18452 0.39306 3.65090 0.363
Te 3.78132 0.78282 1.57744 0.392
Se 2.50681 -0.19023 -0.27427 0.109
N 0.16882 0.29605 -4.11084 0.001
C 0.12016 -0.58641 -3.11668 0.001
N 0.08964 0.08249 -1.97608 0.022
C 0.13197 1.39498 -2.35360 -0.007
N 0.17489 1.56123 -3.64723 -0.001
C 0.12012 2.43344 -1.33450 0.006
C 0.08578 3.79439 -1.59681 0.000
N 0.02870 4.67793 -0.60923 0.000
C 0.02010 4.21199 0.63557 0.003
C 0.09639 2.85216 0.91212 0.009
N 0.14153 1.97167 -0.08264 0.009
H 0.20783 0.12895 -5.10611 0.000
H 0.12752 -1.65610 -3.24202 -0.001
H 0.09890 4.16255 -2.61538 0.000
H -0.05664 4.94031 1.43263 0.000
H 0.11683 2.46547 1.92285 -0.013
C 0.64336 -5.42488 -1.46792 0.000
C 0.68345 -3.90894 -1.62383 -0.002
C 2.09890 -3.40626 -1.90854 0.011
Sb -0.13566 -2.87113 0.09045 0.012
C -2.23508 -3.37387 0.16530 0.000
C -2.52972 -4.84104 0.46677 0.000
C -2.86299 -2.96580 -1.16561 0.000
C 0.78894 -3.64439 1.89427 0.000
C 0.78930 -5.16616 2.02291 0.002
C 2.21318 -3.10976 2.01086 0.023
H 0.91075 -5.88656 -2.42114 0.000
H -0.33933 -5.79890 -1.18870 0.000
H 1.36236 -5.76520 -0.72631 0.000
H 0.01240 -3.60986 -2.43581 0.000
H 2.80248 -3.79640 -1.17205 -0.002
H 2.17506 -2.31935 -1.88978 -0.004
H 2.42885 -3.75336 -2.89071 0.000
H -2.60155 -2.74659 0.98156 -0.001
H -2.23168 -5.48219 -0.36174 0.000
H -3.60632 -4.97125 0.60113 0.000
H -2.04695 -5.19246 1.37445 0.000
H -2.54726 -3.64619 -1.96054 0.000
H -2.60612 -1.95197 -1.46057 0.000
H -3.95213 -3.03134 -1.10163 0.000
H 0.16037 -3.19551 2.66482 -0.006
H 1.50488 -5.62059 1.34029 0.000
H -0.18208 -5.62214 1.85304 0.000
H 1.09853 -5.42966 3.03699 0.000
H 2.87928 -3.61657 1.30978 0.000
H 2.59109 -3.29278 3.01986 -0.005
H 2.27455 -2.04336 1.81346 -0.012
C -6.40683 0.18903 0.01115 0.000
C -4.91153 0.23249 0.06206 0.000
C -4.20846 0.07959 1.25092 0.002
C -2.83006 0.03315 1.24356 -0.003
N -2.09806 0.15808 0.12038 -0.003
C -2.77611 0.37716 -1.02205 0.000
C -4.14974 0.41793 -1.08823 0.000
H -6.84543 0.30946 0.99896 0.000
H -6.73107 -0.77438 -0.38830 0.000
H -6.79837 0.96143 -0.64992 0.000
H -4.73063 -0.00040 2.19514 0.000
H -2.28853 -0.10581 2.16442 0.001
H -2.18983 0.53488 -1.91198 0.000
H -4.62764 0.60155 -2.04172 0.000
```

## Properties
Strongest force on any atom in eV/Å: 1.47
Kohn-Sham gap (spin up / spin down) in eV: 6.74 / 5.22
LUMO energy (spin up / spin down) in eV: -6.195 / -7.701
Total charge: +2
HOMO level (spin up / spin down) in eV: -12.94 / -12.92
Expectation value of S²: 0.759
Electronic energy in Eh: -6831.60112
Multiplicity: 2